{"formula": "CH2N2O2", "method": "the ωB97M-V functional and the def2-TZVPD basis", "elements": ["C", "N", "N", "O", "O", "H", "H"], "xyz": [[-0.51, 0.02, 0.27], [-0.03, 0.47, 1.35], [-0.06, -0.45, 2.46], [0.79, -0.26, 3.24], [-0.98, -1.23, 2.57], [-0.36, 0.78, -0.41], [-0.70, -1.04, -0.09]], "mulliken_charge": [-0.129, -0.403, 1.055, -0.535, -0.551, 0.312, 0.250], "e_above_lowest_kcal_mol": 125.7, "e_homo_ev": -11.20, "homo_lumo_gap_ev": 10.68, "charge": 0, "molar_mass_g_mol": 74.04, "smiles": "C=N[N+](=O)[O-]", "e_lumo_ev": -0.5}



{"formula": "CH2N2O2S", "method": "the ωB97M-V functional and the def2-TZVPD basis", "elements": ["C", "N", "N", "O", "O", "S", "H", "H"], "xyz": [[3.44, -0.52, 0.08], [4.38, -0.60, 0.71], [-0.15, 0.35, -0.34], [2.43, -0.65, -0.75], [2.05, 1.42, 0.47], [1.43, 0.85, -0.66], [-0.68, 0.68, 0.43], [-0.68, 0.59, -1.15]], "mulliken_charge": [0.519, -0.394, -0.483, -0.397, -0.463, 0.632, 0.288, 0.297], "e_above_lowest_kcal_mol": 90.3, "e_homo_ev": -10.65, "homo_lumo_gap_ev": 10.75, "charge": 0, "molar_mass_g_mol": 106.11, "e_lumo_ev": 0.1}



{"formula": "CH2N2O2S", "method": "the ωB97M-V functional and the def2-TZVPD basis", "elements": ["C", "N", "N", "O", "O", "S", "H", "H"], "xyz": [[0.46, -0.56, 0.35], [0.31, -0.93, -0.92], [-0.14, 0.52, 0.82], [-1.26, 0.77, -1.46], [-0.46, -0.24, -1.77], [1.62, -1.51, 1.17], [-0.83, 0.86, 0.26], [0.31, 1.09, 1.55]], "mulliken_charge": [0.362, -0.137, -0.297, -0.369, 0.116, -0.165, 0.267, 0.223], "e_above_lowest_kcal_mol": 184.9, "e_homo_ev": [-9.90, -9.51], "homo_lumo_gap_ev": [8.09, 6.76], "charge": 0, "molar_mass_g_mol": 106.11, "e_lumo_ev": [-1.8, -2.8]}



{"formula": "CH2N2O2S", "method": "the ωB97M-V functional and the def2-TZVPD basis", "elements": ["C", "N", "N", "O", "O", "S", "H", "H"], "xyz": [[0.47, -1.76, -0.06], [1.33, -2.14, 0.57], [0.58, 1.16, -0.09], [3.06, -0.15, -1.06], [1.69, 1.07, 0.63], [2.99, 0.35, 0.28], [-0.22, -1.23, -0.81], [-0.08, 1.72, 0.55]], "mulliken_charge": [0.176, -0.413, -0.380, -0.379, 0.009, 0.482, 0.276, 0.228], "e_above_lowest_kcal_mol": 153.6, "e_homo_ev": [-8.73, -10.00], "homo_lumo_gap_ev": [7.97, 9.31], "charge": 0, "molar_mass_g_mol": 106.11, "e_lumo_ev": [-0.8, -0.7]}



{"formula": "CH2N2O2S", "method": "the ωB97M-V functional and the def2-TZVPD basis", "elements": ["C", "N", "N", "O", "O", "S", "H", "H"], "xyz": [[1.40, 0.54, -0.12], [-0.17, -0.63, -0.03], [-1.37, -0.04, 0.12], [-1.48, 1.15, 0.10], [-2.31, -0.78, 0.07], [2.73, -0.24, 0.07], [1.16, 1.60, -0.27], [0.03, -1.60, 0.06]], "mulliken_spin": [0.536, 0.245, -0.009, -0.003, 0.071, 1.133, 0.029, -0.002], "e_above_lowest_kcal_mol": 117.2, "e_homo_ev": [-7.80, -10.70], "spin_multiplicity": 3, "homo_lumo_gap_ev": [7.88, 6.68], "charge": 0, "molar_mass_g_mol": 106.11, "e_lumo_ev": [0.1, -4.0]}



{"formula": "CH2N2O3", "method": "the ωB97M-V functional and the def2-TZVPD basis", "elements": ["C", "N", "N", "O", "O", "O", "H", "H"], "xyz": [[-0.15, 0.47, 0.20], [-0.39, 1.12, 1.18], [0.65, 0.16, -0.95], [-0.65, 1.56, 2.24], [1.33, 1.15, -1.24], [0.63, -0.85, -1.62], [-0.75, -1.65, 0.46], [-0.67, -1.95, -0.27]], "mulliken_charge": [0.080, 0.555, 0.786, -0.546, -0.459, -0.453, -0.086, 0.122], "e_above_lowest_kcal_mol": 148.5, "e_homo_ev": -10.88, "homo_lumo_gap_ev": 9.25, "charge": 0, "molar_mass_g_mol": 90.04, "e_lumo_ev": -1.6}



{"formula": "CH2N2O3", "method": "the ωB97M-V functional and the def2-TZVPD basis", "elements": ["N", "O", "O", "H", "N", "C", "O", "H"], "xyz": [[-1.70, -0.26, -0.20], [-2.28, 0.81, -0.87], [-1.45, 1.01, 0.25], [-0.93, -0.72, -0.69], [1.26, 0.34, 0.08], [1.88, -0.62, 0.42], [2.23, -1.72, 0.46], [0.98, 1.16, 0.54]], "mulliken_charge": [-0.068, -0.119, -0.091, 0.274, -0.437, 0.542, -0.379, 0.279], "e_above_lowest_kcal_mol": 110.2, "e_homo_ev": -10.79, "homo_lumo_gap_ev": 11.25, "charge": 0, "molar_mass_g_mol": 90.04, "smiles": "[nH]1oo1.N=C=O", "e_lumo_ev": 0.5}



{"formula": "CH2N2O3S", "method": "the ωB97M-V functional and the def2-TZVPD basis", "elements": ["C", "N", "N", "O", "O", "O", "S", "H", "H"], "xyz": [[-0.93, 0.19, -0.02], [-0.72, 1.32, -0.43], [-1.22, -0.43, 1.02], [1.56, -0.09, 1.19], [0.70, -0.81, -0.99], [0.53, 1.67, -0.60], [1.71, 0.05, -0.23], [-0.09, -0.46, -1.01], [-1.55, -1.43, 1.08]], "mulliken_charge": [0.289, -0.150, -0.432, -0.363, -0.347, -0.338, 0.684, 0.402, 0.255], "e_above_lowest_kcal_mol": 131.9, "e_homo_ev": -9.40, "homo_lumo_gap_ev": 8.66, "charge": 0, "molar_mass_g_mol": 122.11, "e_lumo_ev": -0.7}